Record 1
9
Properties=species:S:1:pos:R:3:nbo_charge:R:1 method="wB97M-V/def2-TZVPD" charge=0 smiles=C#CN[SiH3] total_energy_ev=-11520.024
C -2.39 0.31 0.10 -0.33
C -1.22 0.02 0.07 0.17
N -0.03 -0.56 -0.10 -1.04
Si 1.55 0.15 0.07 1.06
H -3.33 0.55 0.24 0.21
H -0.25 -1.56 -0.08 0.43
H 1.85 0.41 -1.41 -0.19
H 2.39 -0.92 0.62 -0.16
H 1.44 1.60 0.48 -0.14

***

Record 2
70
Properties=species:S:1:pos:R:3:nbo_charge:R:1 method="wB97M-V/def2-TZVPD" charge=+2 total_energy_ev=-173636.625
Ta -0.53 -0.53 0.77 2.46
N -1.51 -0.97 -2.53 -0.70
C -0.25 -1.22 -2.29 0.72
N 0.60 -1.18 -3.33 -0.45
C 2.03 -1.57 -3.18 0.45
N 2.38 -2.58 -4.10 -0.81
N 2.39 -2.05 -1.88 -0.42
C 1.50 -2.00 -0.97 0.41
N 0.19 -1.51 -1.02 -0.74
C 1.84 -2.48 0.39 0.33
C 2.84 -3.50 0.60 -0.29
C 2.71 -4.23 1.71 -0.02
C 1.69 -3.86 2.74 -0.27
C 1.43 -2.36 2.70 -0.12
N 1.11 -1.96 1.32 -0.53
H -1.82 -0.86 -3.49 0.44
H -2.22 -0.94 -1.81 0.44
H 2.42 -2.30 -5.07 0.39
H 3.21 -3.08 -3.83 0.40
H 3.52 -3.73 -0.21 0.27
H 3.28 -5.14 1.86 0.25
H 2.06 -4.13 3.73 0.28
H 2.38 -1.88 2.96 0.25
Cl 0.20 -4.81 2.46 0.01
C 0.33 -1.79 3.55 0.08
C -0.52 -0.90 2.90 -0.53
C -1.56 -0.34 3.64 0.00
Cl -2.54 0.85 2.82 0.10
C -1.86 -0.69 4.94 -0.10
Cl -3.22 -0.06 5.75 0.12
C -0.96 -1.55 5.59 -0.05
Cl -1.22 -1.95 7.23 0.13
C 0.14 -2.06 4.91 -0.08
Cl 1.31 -2.97 5.79 0.07
Cl -7.16 -0.63 -0.69 0.12
C -5.52 -0.16 -0.56 -0.09
C -5.13 1.13 -0.98 -0.07
Cl -6.28 2.21 -1.62 0.11
C -3.79 1.53 -0.87 -0.12
Cl -3.26 3.09 -1.36 0.06
C -2.87 0.64 -0.35 0.27
O -1.56 0.89 -0.17 -0.79
C -3.27 -0.64 0.04 0.16
O -2.23 -1.37 0.53 -0.72
C -4.59 -1.06 -0.04 -0.08
Cl -5.01 -2.63 0.48 0.11
O 0.90 0.88 0.67 -0.98
S 1.99 1.80 0.01 1.32
C 1.40 3.44 0.26 -0.23
C 0.05 3.73 0.41 -0.23
C -0.31 5.05 0.58 -0.18
C 0.66 6.05 0.58 -0.15
C 2.00 5.74 0.43 -0.19
C 2.39 4.41 0.28 -0.21
C 1.74 1.44 -1.70 -0.31
C 2.67 0.64 -2.23 -0.06
C 2.43 -0.07 -3.52 -0.30
C 0.97 0.12 -4.04 -0.06
C 0.22 1.32 -3.57 -0.18
C 0.55 1.91 -2.43 -0.20
H -0.70 2.95 0.39 0.25
H -1.35 5.31 0.70 0.24
H 0.36 7.08 0.71 0.24
H 2.75 6.52 0.45 0.25
H 3.44 4.16 0.19 0.24
H 3.57 0.40 -1.69 0.25
H 3.24 0.04 -4.23 0.26
H 0.89 -0.03 -5.11 0.25
H -0.60 1.70 -4.17 0.25
H 0.00 2.76 -2.04 0.26

***

Record 3
93
Properties=species:S:1:pos:R:3:mulliken_charge:R:1 method="wB97M-V/def2-TZVPD" charge=0 total_energy_ev=-115993.585
C -4.37 -2.26 1.36 -1.30
C -3.70 -3.18 2.38 -0.84
C -2.22 -3.28 2.20 1.33
C -1.31 -3.17 3.18 0.29
C -1.65 -2.86 4.59 -1.70
I -2.11 -0.82 4.85 0.16
C -1.60 -3.76 5.57 0.40
C -1.26 -5.20 5.33 -1.19
I -2.04 -3.27 7.55 0.07
C 0.13 -3.33 2.83 0.02
O 0.94 -3.78 3.60 -0.60
C 0.49 -2.86 1.46 0.36
C 1.71 -2.27 1.20 0.85
F 2.62 -2.13 2.17 -0.45
C 2.01 -1.75 -0.05 -0.15
C 3.34 -1.05 -0.19 -1.08
C 4.52 -1.98 -0.05 0.41
O 5.47 -1.80 0.64 -0.47
Cl 4.41 -3.42 -1.08 -0.17
C 1.08 -1.86 -1.09 1.34
C 1.40 -1.19 -2.40 0.55
C 1.36 0.35 -2.29 -0.85
C 0.07 0.96 -2.84 -1.01
C -1.00 1.04 -1.76 0.44
N -2.30 1.44 -2.31 -0.18
C -3.42 0.86 -1.73 0.16
N -3.57 -0.40 -1.74 -0.43
N -4.35 1.82 -1.17 -0.58
C -0.15 -2.54 -0.88 -0.45
C -1.14 -2.75 -2.01 -1.18
C -0.80 -3.94 -2.90 0.39
C -1.13 -5.24 -2.52 -0.30
C -0.83 -6.32 -3.34 -1.03
C -0.20 -6.12 -4.56 -0.58
C 0.13 -4.83 -4.97 0.39
C 0.81 -4.59 -6.29 -1.44
C -0.19 -3.76 -4.13 -0.34
C -0.43 -2.98 0.41 0.56
C -1.74 -3.58 0.81 0.35
O -2.43 -4.27 0.09 -0.61
H -5.38 -2.01 1.68 0.49
H -3.81 -1.33 1.22 0.34
H -4.45 -2.74 0.38 0.26
H -3.94 -2.84 3.39 0.48
H -4.12 -4.18 2.27 0.27
H -0.18 -5.32 5.33 0.23
H -1.66 -5.52 4.37 0.24
H -1.66 -5.82 6.12 0.51
H 3.45 -0.31 0.60 0.43
H 3.44 -0.55 -1.15 0.38
H 2.37 -1.52 -2.77 0.64
H 0.63 -1.48 -3.10 -1.48
H 1.44 0.66 -1.24 0.48
H 2.22 0.76 -2.83 0.42
H 0.27 1.97 -3.23 0.42
H -0.32 0.38 -3.68 0.28
H -0.64 1.78 -1.04 -0.21
H -1.09 0.09 -1.25 -0.19
H -2.40 2.45 -2.25 0.36
H -4.44 -0.65 -1.27 0.21
H -5.16 1.88 -1.78 0.27
H -4.67 1.47 -0.28 0.28
H -2.14 -2.85 -1.60 0.70
H -1.18 -1.87 -2.64 0.36
H -1.63 -5.43 -1.58 0.56
H -1.11 -7.31 -3.03 0.42
H 0.03 -6.95 -5.22 0.38
H 0.45 -3.67 -6.76 0.38
H 1.89 -4.53 -6.16 0.28
H 0.61 -5.41 -6.97 0.40
H 0.04 -2.77 -4.50 0.23
C 0.71 5.33 1.72 -0.24
C 0.11 6.52 1.01 -0.32
O 0.17 6.17 -0.38 -0.32
S -0.04 4.60 -0.55 1.21
O -1.40 4.33 -0.87 -0.56
O 1.00 4.08 -1.36 -0.55
O 0.20 4.20 0.97 -0.26
H 1.79 5.33 1.66 0.29
H 0.39 5.24 2.75 0.30
H 0.67 7.43 1.18 0.22
H -0.94 6.67 1.28 0.30
C 4.01 10.32 3.60 -0.31
C 3.85 10.26 2.10 -0.28
O 4.40 8.97 1.75 -0.32
S 4.11 7.92 2.92 1.01
O 2.95 7.16 2.60 -0.40
O 5.33 7.28 3.26 -0.56
O 3.71 8.98 4.04 -0.32
H 5.03 10.56 3.90 0.29
H 3.31 11.01 4.08 0.31
H 4.40 11.03 1.58 0.31
H 2.80 10.28 1.80 0.24

***

Record 4
10
Properties=species:S:1:pos:R:3:nbo_charge:R:1 method="wB97M-V/def2-TZVPD" charge=+1 total_energy_ev=-9879.879
C 1.39 -0.74 -0.49 -0.01
C 0.31 0.04 -0.22 0.08
O -0.95 -0.42 -0.61 -0.52
C -2.07 -0.08 0.08 0.29
O -1.90 0.45 1.20 -0.80
O 2.63 -0.41 -0.16 -1.14
Li -3.78 0.27 1.05 0.93
H 0.34 0.82 0.54 0.16
H 1.15 -0.66 -1.65 0.23
Be 2.88 0.73 0.26 1.79

***

Going through the records in order, we get LUMO energy values of 0.79 -6.93 -0.88 -7.91 eV.
Going through the records in order, we get Kohn-Sham gap values of 9.36 6.57 7.70 3.64 eV.